Computed, not measured: a structure of composition C25H20AuBrN4 at a distorted geometry, with ωB97M-V with the def2-TZVPD basis set.

## Properties
Total energy ... -3892.8168 Ha
LUMO ... -8.7 eV
Net charge ... +2
Highest occupied orbital energy ... -13.662 eV
HOMO-LUMO gap ... 4.91 eV

Geometry (Å):
Au (0.0022, 0.7597, 0.2091)
N (2.1315, -0.1531, -0.2626)
C (2.7347, -1.4027, 0.0200)
C (4.0258, -1.4749, 0.5098)
C (4.6981, -2.6963, 0.6015)
C (4.0741, -3.8611, 0.2315)
C (2.7384, -3.8466, -0.2160)
C (2.0283, -5.0169, -0.5504)
C (0.6916, -4.9435, -0.8449)
C (0.0820, -3.6789, -0.8503)
N (0.7361, -2.5826, -0.5922)
C (2.0339, -2.6042, -0.2780)
H (2.7501, 0.5955, 0.0383)
H (1.9528, -0.0692, -1.2606)
H (4.5463, -0.5699, 0.7839)
H (5.7208, -2.7113, 0.9446)
H (4.5732, -4.8141, 0.3279)
H (2.5528, -5.9625, -0.5826)
H (0.1058, -5.8163, -1.0772)
H (-0.9729, -3.5805, -1.0739)
C (2.5481, 4.6881, -0.0117)
C (1.5286, 5.6302, 0.0394)
C (0.2163, 5.1930, 0.0220)
C (-0.0626, 3.8216, -0.0172)
N (0.9359, 2.9283, -0.0522)
C (2.1919, 3.3484, -0.0684)
C (-1.4268, 3.3155, 0.0654)
C (-2.5386, 4.1214, -0.2151)
C (-3.8029, 3.7006, 0.1330)
C (-3.9828, 2.4771, 0.7686)
C (-2.8983, 1.6285, 0.9628)
C (-1.6451, 2.0133, 0.5412)
H (3.5874, 4.9786, 0.0092)
H (1.7513, 6.6851, 0.0918)
H (-0.5967, 5.8991, 0.0577)
H (2.9630, 2.5937, -0.1211)
H (-2.4026, 5.0807, -0.6870)
H (-4.6509, 4.3432, -0.0474)
H (-4.9637, 2.1727, 1.0979)
H (-3.0724, 0.6696, 1.4285)
Br (-0.6053, -1.3506, 2.3527)
C (-1.8377, -1.6459, 0.9370)
C (-2.9139, -2.5045, 1.0870)
C (-3.8056, -2.6096, 0.0268)
C (-3.5611, -1.8910, -1.1391)
C (-2.4246, -1.0997, -1.2053)
N (-1.5936, -0.9653, -0.1760)
H (-3.0561, -3.0629, 1.9986)
H (-4.6802, -3.2378, 0.1187)
H (-4.2384, -1.9454, -1.9772)
H (-2.1680, -0.5491, -2.0995)

Calculated atomic charges, method natural (NBO), unit e:
1. Au 1.215
2. N -0.858
3. C 0.090
4. C -0.197
5. C -0.195
6. C -0.150
7. C -0.096
8. C -0.101
9. C -0.249
10. C 0.067
11. N -0.506
12. C 0.202
13. H 0.396
14. H 0.412
15. H 0.217
16. H 0.243
17. H 0.236
18. H 0.238
19. H 0.241
20. H 0.183
21. C -0.221
22. C -0.095
23. C -0.203
24. C 0.208
25. N -0.465
26. C 0.057
27. C -0.175
28. C -0.151
29. C -0.174
30. C -0.156
31. C -0.296
32. C 0.026
33. H 0.262
34. H 0.257
35. H 0.249
36. H 0.204
37. H 0.240
38. H 0.250
39. H 0.248
40. H 0.239
41. Br 0.172
42. C 0.147
43. C -0.259
44. C -0.105
45. C -0.234
46. C 0.063
47. N -0.502
48. H 0.268
49. H 0.259
50. H 0.263
51. H 0.234